*A*
A 9-piece molecular cluster, C22H66N4O9 overall. Source: OMol25; level of theory: ωB97M-V/def2-TZVPD.

CARTESIAN COORDINATES (ANGSTROEM)
C: 3.5376 -2.9212 4.1524
N: 1.5372 1.9867 -6.2490
H: -4.4872 3.5410 -5.6141
H: 0.7590 1.0486 2.9589
H: -7.0671 0.5363 -6.2742
H: -2.4876 -2.8730 1.2187
H: 0.0481 1.6669 0.0174
H: 1.2407 -4.2980 4.1422
O: 5.1424 -2.1457 -0.4689
H: 4.2933 -4.0267 -0.3219
H: 0.9745 -1.7445 0.9282
H: -0.9700 -1.0074 -0.3495
H: 4.2860 -2.8283 -3.1319
C: 1.7508 3.8413 -4.6315
N: -0.6880 1.0405 -0.3043
H: -5.9309 -0.6831 -5.6733
H: -6.1812 0.2633 4.4796
H: -4.0426 0.0524 5.4279
C: -4.2248 -0.6593 4.6203
N: -3.6404 -0.1317 3.3858
H: -0.5382 5.8251 -5.7730
O: -0.0877 -0.6735 2.1869
H: -0.8888 4.1004 -5.8422
H: -3.3740 -2.6028 4.1576
C: -0.2164 0.5597 2.8732
H: -6.1298 -1.1535 5.4789
H: 4.0565 0.6045 1.8161
H: 4.5360 -2.8162 4.5843
H: 3.5658 -4.3795 5.4269
O: -2.3134 -1.5998 5.6178
C: -0.1163 -0.3289 -0.2835
H: -0.9250 1.2582 2.4307
C: -3.5434 2.2485 -4.3599
C: -0.2597 4.8607 -5.3572
H: 3.2445 -4.0682 -2.4730
O: -1.5988 -3.1539 1.4573
C: -3.5474 -1.9660 5.0373
C: 2.4696 1.5126 -4.0719
H: 5.3045 0.6413 4.0090
H: -0.5675 0.3041 3.8729
H: -2.9540 2.0280 -5.2564
H: 3.3317 1.3997 -4.7203
H: -0.6057 -2.2725 6.4260
N: -4.1148 3.5982 -4.6718
H: -4.1727 0.2261 -4.0522
O: 6.1515 2.4854 3.5977
C: 3.7775 -3.1543 -2.2117
C: 0.6780 -0.6943 0.9717
H: 3.2872 -0.8221 3.8718
H: 5.9507 -1.8654 -0.9055
H: 4.5307 2.2970 1.6307
H: 1.6962 0.0547 -1.3956
H: -1.4247 1.0520 0.3911
C: 5.6012 1.2311 3.1328
H: -1.9445 3.3035 -3.3763
H: -1.8941 1.5664 -3.0666
H: 2.5696 -1.4706 5.3775
C: -5.7495 -0.7351 4.5439
H: 0.6923 2.2617 -6.7346
H: 0.3728 2.1706 -4.5785
H: 3.4874 1.7097 3.0329
C: -1.5681 -2.6914 6.1274
H: 3.1326 -2.2819 -2.0954
H: 3.6964 -3.2231 3.1141
H: 2.8330 3.9095 -4.7810
H: 7.0899 2.3120 3.7211
H: -6.9836 0.1267 -4.5092
H: 5.6476 -3.8805 -1.4798
H: 1.5510 4.2040 -3.6136
H: -5.2563 1.3173 -3.3262
H: 6.3556 0.7395 2.5183
O: 2.8859 -4.0167 4.8563
H: -3.0494 2.6266 -2.2724
C: -6.4285 0.2672 -5.4379
H: 0.2263 0.0454 -2.3372
C: -4.6468 1.2065 -4.2357
H: -4.1877 -2.5696 5.6957
H: -6.1150 -1.3354 3.7090
H: -2.0537 -3.2143 6.9510
C: 4.3207 1.5180 2.3613
O: -5.4103 1.2616 -5.4045
H: -1.1482 -2.3420 1.7376
O: 1.1234 4.7088 -5.5423
H: -3.7274 -0.8156 2.6355
H: 0.2399 -3.6684 3.1497
H: 2.7287 1.9068 -3.0858
O: 0.3326 -4.3829 3.7879
H: 1.7353 -1.6830 3.8748
H: -0.5750 4.7874 -4.3100
C: 1.4236 2.3402 -4.8196
H: 1.9762 0.5635 -3.8536
H: 0.9711 -1.4788 -1.8768
H: -4.9264 3.7459 -4.0770
H: -2.6331 -0.1402 3.5413
H: 2.3030 2.4897 -6.6842
H: -1.3094 -3.3883 5.3203
C: 2.7332 -1.6518 4.3141
H: 1.5741 -0.0664 1.0467
C: 0.7451 -0.4720 -1.5289
C: -2.5580 2.4173 -3.2306
C: 4.7644 -3.3920 -1.0681

Properties
- spin multiplicity = 1
- HOMO-LUMO gap (eV) = 9.4
- SMILES = COC[C@H](C)N.COC[C@H](C)N.COC[C@H](C)N.COC[C@H](C)N.CCO.CCO.CCO.O.O
- LUMO level (eV) = 0.408

*B*
A 9-piece molecular cluster, C22H66N4O9 overall. Source: OMol25; level of theory: ωB97M-V/def2-TZVPD.

CARTESIAN COORDINATES (ANGSTROEM)
C: 10.1998 24.6004 -25.0960
H: 7.5814 15.5294 -20.5898
H: 6.5179 17.3481 -19.8141
H: 9.4023 17.1420 -19.1525
O: 8.4204 15.9936 -20.6363
C: 16.7691 28.5861 -20.2539
C: 20.1996 28.6380 -22.8143
H: 10.8518 26.6377 -18.0792
C: 19.7236 19.8405 -12.2760
H: 8.5636 26.8041 -17.1028
N: 9.0557 27.3757 -16.4310
H: 18.8483 26.9782 -21.3819
H: 15.4005 20.6135 -24.4403
H: 16.2783 20.7851 -15.0593
O: 18.9468 20.7045 -13.1034
C: 11.1804 28.2044 -15.7458
O: 8.2148 24.8289 -28.4957
H: 18.1864 15.1159 -19.9244
C: 9.4359 24.7457 -27.6786
H: 10.4087 25.1876 -17.2642
C: 17.1972 16.9689 -19.8316
H: 16.7424 29.6407 -20.5281
H: 18.9319 16.2526 -18.8333
O: 17.5330 18.3951 -19.9925
O: 10.8646 19.2955 -23.6846
C: 7.4488 17.6455 -19.3313
H: 10.1078 24.0026 -28.1079
H: 17.5049 22.8844 -15.9351
O: 12.4092 20.6369 -19.8328
H: 17.0011 20.4736 -25.9445
C: 18.5483 21.5963 -24.8055
H: 20.4356 29.6131 -23.2405
C: 17.9601 22.1331 -15.2898
C: 17.6933 20.1894 -13.6078
H: 8.3702 24.0399 -30.3277
H: 18.5453 22.8177 -14.6758
H: 10.1762 26.3107 -15.1464
H: 16.1350 23.0194 -14.0087
H: 10.9435 23.8066 -25.1659
C: 16.8216 27.7399 -21.5394
C: 13.0941 29.1748 -14.6554
C: 8.4988 16.5761 -19.3795
O: 12.4631 27.9412 -15.0578
H: 10.4911 28.9189 -15.2959
H: 20.3202 19.3970 -13.0732
H: 18.1610 27.0543 -23.0442
H: 15.8561 28.3484 -19.7080
H: 10.1568 19.8884 -23.9371
H: 16.3809 25.7311 -22.0974
H: 18.6143 21.4423 -15.8217
H: 7.4690 25.5560 -30.2500
H: 20.3022 20.3515 -11.5065
H: 10.5440 25.6285 -25.2087
H: 17.6262 28.6148 -19.5812
H: 12.3395 29.8197 -14.2050
H: 7.7340 23.1778 -25.5646
O: 18.8816 28.7617 -22.3723
H: 13.5670 29.6576 -15.5106
H: 12.0318 20.4508 -20.6925
H: 8.2291 22.7183 -26.8892
N: 8.6222 23.0947 -26.0383
H: 8.3625 15.8165 -18.6097
H: 18.9614 22.0895 -25.6853
H: 7.8797 18.5765 -19.6996
H: 8.3308 25.0751 -25.9099
H: 8.4411 27.3494 -15.6299
H: 16.6680 22.1837 -25.6656
H: 17.2481 18.4054 -20.9092
H: 20.8800 28.3784 -22.0032
H: 16.9959 19.7637 -12.8863
H: 16.9700 25.9813 -20.7580
C: 18.4724 16.1623 -19.8176
H: 9.7985 25.7653 -27.8097
H: 9.2863 25.4925 -30.2306
C: 10.4092 26.8839 -16.0437
C: 8.3568 25.0374 -29.8884
H: 16.6155 16.9505 -18.9100
C: 11.0016 26.0946 -17.1461
H: 19.0748 19.1286 -11.7658
H: 11.3594 28.6285 -16.7338
H: 9.7428 24.3827 -24.1307
C: 9.1843 24.4458 -26.1620
H: 13.2082 21.1285 -20.0227
C: 18.2492 27.5599 -22.0825
C: 17.1062 21.2873 -25.2269
O: 16.1674 21.0973 -24.1249
N: 16.2754 26.4074 -21.3546
C: 16.9952 21.3213 -14.4375
H: 17.8580 19.2460 -14.1283
H: 17.0668 22.4495 -12.8908
H: 12.0855 25.9845 -17.1797
H: 18.4513 22.3635 -24.0373
H: 19.2104 16.3427 -20.5992
H: 18.9884 20.6440 -24.5095
H: 16.4331 16.5901 -20.5105
H: 16.2477 28.1907 -22.3491
H: 7.2174 17.9164 -18.3012
H: 10.4182 18.5115 -23.3647
H: 13.8435 28.8551 -13.9314
H: 20.3873 27.8764 -23.5711
N: 16.3421 22.1548 -13.5295

Properties
- spin multiplicity = 1
- HOMO-LUMO gap (eV) = 9.3
- SMILES = COC[C@H](C)N.COC[C@H](C)N.COC[C@H](C)N.COC[C@H](C)N.CCO.CCO.CCO.O.O
- LUMO level (eV) = 0.349

Bottom line: *A*, by a margin of 84.3 kcal/mol.